Computed, not measured: a structure of composition AsF6H16O8, with the ωB97M-V functional and the def2-TZVPD basis.

XYZ file:
```
31
Properties=species:S:1:pos:R:3:forces:R:3
As 0.432780 -0.322685 0.583192 -0.7125 -1.2091 1.7015
F 0.023070 -0.367755 -1.168408 0.3342 0.0390 1.0163
F 1.064180 1.303595 0.334552 0.4150 -1.2069 -0.3711
F 0.862370 -0.262685 2.299632 -0.0851 0.2794 -1.5613
F -0.373520 -1.869305 0.916802 0.6914 1.6385 -0.8134
F 1.981770 -1.177485 0.230912 -1.5665 1.2041 0.0877
F -1.105350 0.546265 0.902442 1.0133 -0.9819 -0.3554
O 1.662500 3.792255 0.853092 0.1594 0.6617 0.3038
H 1.466510 2.868175 0.698472 -0.1730 -0.5481 0.1269
H 1.805000 4.156775 -0.020438 0.0687 0.3032 -0.3216
O -3.679400 -0.505335 0.301322 -0.3158 -0.0420 0.0426
H -3.775650 -0.708635 -0.629078 -0.0943 -0.1025 -0.2231
H -2.946880 0.109725 0.338042 0.2651 -0.0174 0.1409
O 1.029960 1.556275 -3.230238 -0.2813 0.3488 -0.9024
H 1.631330 1.064385 -2.671098 1.3358 -0.7243 0.7178
H 0.197130 1.541165 -2.758648 -0.7970 0.0341 0.3763
O -0.036140 -1.805265 -3.551128 -0.3001 0.2148 -0.6316
H 0.811540 -2.245715 -3.611948 0.4890 -0.3537 -0.1164
H 0.030820 -1.263445 -2.764878 -0.1180 0.2825 0.8338
O -2.127820 3.055425 1.029542 0.0207 0.5280 -0.2824
H -1.884520 2.132505 0.957082 0.2911 -0.3702 0.0583
H -2.915690 3.053945 1.573142 -0.2853 0.0793 0.2480
O -0.225660 -4.638265 0.526782 0.0311 -0.2929 -0.2137
H 0.032610 -5.125035 1.309452 0.0598 -0.1637 0.1373
H -0.485710 -3.777335 0.854542 -0.0509 0.2929 0.0060
O -1.555480 -0.250845 3.805332 -0.4141 0.1648 0.2070
H -0.811880 0.209765 3.416592 0.1942 0.0329 -0.0760
H -1.202000 -1.101955 4.063962 0.0767 -0.1883 0.0171
O 3.240080 0.074985 -1.894188 -0.3735 0.3673 -0.6664
H 4.072300 0.341785 -1.503738 0.2316 0.1651 0.0036
H 2.781740 -0.385265 -1.191098 -0.1098 -0.4357 0.5100
```
Positions in Å, forces in eV/Å.

Properties
HOMO-LUMO gap (spin up / spin down): 10.105 / 2.441 eV
Maximum force: 2.21 eV/A
HOMO (spin up / spin down): -10.9 / -10.9 eV
Spin multiplicity: 2
Relative energy (zero: lowest compared OMol25 entry of this formula, charge and spin): 56.96 kJ/mol

Computed, not measured: a structure of composition AsF6H24O12, with the ωB97M-V functional and the def2-TZVPD basis.

XYZ file:
```
43
Properties=species:S:1:pos:R:3:forces:R:3
As 4.470893 -5.084853 -13.022823 -1.5783 1.3808 0.5910
F 4.877539 -4.683628 -14.708528 -0.3334 -0.3210 1.2396
F 4.034313 -6.723387 -13.558030 0.9844 0.9911 0.7954
F 4.097590 -5.461126 -11.254349 0.5029 0.1937 -2.1498
F 4.661878 -3.344088 -12.581066 -0.0495 -1.6646 -0.3382
F 2.673908 -4.705858 -13.279664 2.0139 -0.3162 0.2869
F 6.205202 -5.349562 -12.684765 -1.5641 -0.2587 -0.3234
O 5.465891 -0.988027 -17.258304 -0.1996 0.1081 -0.1635
H 5.876739 -1.640450 -16.691060 0.0235 -0.2790 0.2164
H 6.154887 -0.343912 -17.421464 0.1520 0.1504 -0.0374
O 0.151331 -3.149858 -10.175935 0.0187 0.2728 0.1829
H -0.221997 -3.885291 -9.690136 -0.0476 -0.1441 0.1425
H 0.212666 -3.464429 -11.077873 0.1407 -0.0825 -0.3357
O 9.333186 -5.012417 -16.043665 0.2122 0.0792 -0.2406
H 8.412782 -5.162717 -15.828045 -0.3420 -0.0338 0.0608
H 9.811181 -5.290036 -15.262205 0.0808 -0.0304 0.1897
O 9.560292 -0.701346 -12.004541 0.2196 0.2001 -0.1076
H 8.612699 -0.619373 -12.112124 -0.2667 -0.0134 -0.0635
H 9.667632 -1.350862 -11.309681 0.0416 -0.2242 0.1907
O -1.838891 -1.882172 -14.147802 -0.1728 0.1261 0.1539
H -0.917905 -1.949850 -14.399663 0.3036 0.0257 -0.0257
H -2.283963 -2.535372 -14.687691 -0.1122 -0.1695 -0.1205
O 7.322474 -6.919531 -7.989728 0.2466 0.0926 0.2182
H 7.355404 -7.797804 -8.368918 -0.0021 -0.1993 -0.0939
H 6.710785 -6.439783 -8.548224 -0.2555 0.1779 -0.2003
O 3.587396 -2.994347 -7.779442 0.1517 0.0405 0.3499
H 3.587495 -3.730942 -8.390732 0.0394 -0.1771 -0.3096
H 2.759851 -2.543475 -7.947093 -0.1951 0.1251 -0.1305
O 9.968257 -3.935481 -8.646268 0.2875 0.1624 -0.1107
H 9.469348 -4.691807 -8.954960 -0.1765 -0.2539 -0.0673
H 9.443042 -3.577386 -7.930623 -0.1468 0.0757 0.1756
O 5.924384 -8.264875 -17.421162 -0.0451 0.0074 -0.3009
H 6.414705 -9.076758 -17.292104 0.1468 -0.1604 0.0459
H 5.692813 -7.981204 -16.536772 -0.1158 0.1922 0.2941
O 1.797722 -0.091927 -11.785130 -0.1113 0.3271 -0.0059
H 2.244049 -0.531785 -12.508685 0.2126 -0.1586 -0.1677
H 1.505932 -0.803381 -11.215123 -0.0841 -0.2418 0.2026
O -1.632236 -7.557341 -12.403173 -0.2317 -0.1542 -0.0572
H -0.773713 -7.290870 -12.732050 0.3009 0.0561 -0.1436
H -1.743003 -7.061384 -11.591997 -0.0360 0.1027 0.1833
O 8.606854 -9.352955 -13.542595 0.0440 -0.1041 -0.2430
H 9.203923 -8.800666 -13.037893 0.1187 0.2102 0.0842
H 8.179436 -9.905122 -12.887873 -0.1762 -0.1108 0.1328
```
Positions in Å, forces in eV/Å.

Properties
HOMO-LUMO gap: 11.093 eV
Maximum force: 2.22 eV/A
HOMO: -9.1 eV
Charge: -1
Relative energy (zero: lowest compared OMol25 entry of this formula, charge and spin): 252.08 kJ/mol

Computed, not measured: a structure of composition AsF6H32O16, with the ωB97M-V functional and the def2-TZVPD basis.

XYZ file:
```
55
Properties=species:S:1:pos:R:3:forces:R:3
As 0.296055 -0.217523 0.027493 0.6945 -1.9288 -0.0047
F -1.311198 0.367033 -0.377575 -1.1574 0.6103 -0.6645
F -0.420703 -1.134311 1.360253 -0.4145 -0.2938 1.0255
F 1.962577 -0.775780 0.521252 0.5175 -0.2860 -0.0031
F 0.953007 0.539184 -1.430778 0.3864 0.6815 -0.8690
F 0.613525 1.170641 1.020982 -0.1590 1.5245 0.5471
F 0.024885 -1.701790 -0.961795 0.0032 -0.3674 -0.5508
O 1.420216 0.261132 3.371667 0.3436 -0.0677 1.0711
H 1.127959 0.939320 2.762666 0.0063 0.0752 -0.2992
H 1.605005 -0.496450 2.816539 -0.0636 -0.1138 -0.3439
O -2.761177 -1.207634 -2.981155 -0.2293 -0.2153 -0.5823
H -3.293378 -0.413485 -2.932903 -0.0438 0.2390 0.1829
H -2.218029 -1.180775 -2.193439 0.3889 -0.0366 0.4718
O -3.432568 2.156363 -1.381111 -0.7120 -0.2824 -0.0380
H -2.731563 2.758060 -1.130531 0.5756 0.2917 0.3711
H -3.536383 2.287992 -2.323515 -0.0096 0.0509 -0.2442
O 0.092123 -4.869617 -1.274181 -0.2135 -0.6657 -0.2347
H 0.280816 -4.234662 -1.965174 0.0274 0.3651 0.0314
H 0.557813 -4.535504 -0.507549 0.1982 0.2764 0.2316
O -0.885455 3.548552 -1.155075 -0.8140 0.4165 -0.5335
H -0.798902 2.796781 -1.741225 0.3102 -0.4774 -0.0845
H 0.012400 3.754940 -0.895291 0.3933 -0.2228 0.6518
O -0.305908 -4.445615 2.006618 0.3927 -0.5483 0.1520
H -0.612059 -4.282013 2.898663 -0.0389 0.1866 0.1425
H -0.816782 -3.845249 1.463663 -0.4097 0.4098 -0.3913
O -1.814368 -1.059156 4.060454 0.0339 -0.0888 0.6530
H -1.835632 -1.337258 3.144784 0.1909 0.0563 -0.6514
H -2.708393 -0.770955 4.244549 -0.2450 0.0182 -0.0872
O -1.218422 2.022290 3.797446 -0.1204 0.7182 0.1550
H -1.056790 1.259674 3.241988 0.1905 -0.4926 -0.1456
H -2.021285 1.807485 4.272300 -0.0595 -0.1786 0.0548
O 1.047437 0.790857 -3.996613 0.0219 0.1174 -0.9240
H 1.451147 0.181244 -4.614366 0.1534 -0.1067 -0.2547
H 0.647001 0.229624 -3.332602 -0.1672 -0.1101 0.8288
O 2.902457 -3.132443 -0.519830 0.5720 -0.7930 -0.4209
H 2.995204 -3.103920 0.432443 -0.2353 0.1744 0.2355
H 2.555043 -2.271538 -0.753012 -0.3576 0.4378 0.1844
O -3.278160 -0.349410 1.179055 -0.8492 -0.2350 0.8622
H -3.794006 0.454623 1.239705 -0.0989 0.1654 -0.0633
H -2.618710 -0.161644 0.511145 0.7285 0.4369 -0.5326
O 5.416404 -0.339809 0.619245 0.4236 0.2404 0.1654
H 5.852697 -0.759750 -0.122059 -0.0132 -0.1063 -0.2307
H 4.774661 -0.984697 0.916744 -0.4752 -0.0873 0.0242
O -2.890099 -3.006900 0.696001 0.3538 -0.8745 -0.0538
H -2.873035 -2.082861 0.945212 -0.1540 0.5033 0.0942
H -3.767476 -3.304259 0.936869 -0.1633 -0.0133 0.0166
O 1.192783 4.079331 0.855632 -0.5660 0.6857 0.3089
H 1.522621 4.738106 0.244520 0.3491 0.1092 -0.0818
H 1.861125 3.394098 0.853568 0.2418 -0.5481 -0.3771
O 2.866793 2.530576 -0.899826 0.8217 0.3035 0.5342
H 2.471108 2.753461 -1.742428 -0.3983 0.1643 -0.3733
H 2.797882 1.577324 -0.846994 -0.1519 -0.3530 0.1385
O 1.534106 3.292988 -3.222235 0.2760 1.0673 0.0016
H 1.354317 2.454285 -3.647065 -0.0901 -1.0577 -0.2181
H 0.811315 3.859045 -3.493125 -0.1849 0.2252 0.1220
```
Positions in Å, forces in eV/Å.

Properties
HOMO-LUMO gap (spin up / spin down): 2.671 / 9.613 eV
Maximum force: 2.05 eV/A
HOMO (spin up / spin down): 2.1 / -5.0 eV
Spin multiplicity: 2
Charge: -2
Relative energy (zero: lowest compared OMol25 entry of this formula, charge and spin): 18.80 kJ/mol

Computed, not measured: a structure of composition B2Cd3H28O18P2, with the ωB97M-V functional and the def2-TZVPD basis.

XYZ file:
```
53
Properties=species:S:1:pos:R:3:forces:R:3
Cd -0.870321 0.705946 -2.029487 -3.8725 -3.1540 -2.7901
Cd 1.862539 2.105976 -0.967327 3.0394 2.2951 3.4202
Cd -1.183391 -1.606654 0.741453 -4.9194 -1.7494 3.4908
P 0.767069 -0.093484 0.021143 0.4071 1.9365 -3.9370
O 1.097659 0.263176 -1.464827 3.7048 -5.3969 -0.0184
O 1.439249 1.085646 0.682273 0.6905 -0.7082 4.6673
O 0.765219 -1.488514 0.559953 5.9367 -0.6585 0.6654
O -0.720611 0.053556 -0.198437 -1.8460 2.7819 3.6689
P 0.402159 2.729916 -3.041307 -4.0108 3.1525 -7.2083
O -0.129481 2.529476 -1.606527 -0.0389 5.0397 2.7081
O -0.058971 3.878916 -3.996497 2.2206 -0.4206 3.0945
O -0.323651 1.558126 -3.719747 2.3231 -0.6171 -2.8310
O 1.922129 2.530216 -2.793007 2.3712 1.6331 -4.1230
B -3.041391 0.847426 -2.325907 -1.2106 -0.1949 -0.3181
H -4.078151 1.119846 -2.449007 -3.7101 0.9198 -0.8241
H -2.575411 1.558446 -1.661397 0.6202 3.1308 3.0985
H -2.950731 -0.141324 -1.903557 -0.1266 -4.1378 1.9239
H -2.391821 0.873606 -3.187077 0.7343 0.1555 -4.3886
B -3.418761 -1.903104 0.966243 -1.2752 -0.3236 -0.1333
H -4.286331 -1.397264 1.360823 -3.0360 1.8480 1.6823
H -3.660661 -2.770064 0.371183 -0.9828 -3.4808 -1.8546
H -2.939301 -1.228224 0.274223 0.3497 3.0270 -2.9031
H -2.697001 -2.119374 1.738603 1.7810 -1.6991 4.0219
O 2.687009 1.664116 3.420323 0.2593 0.5500 0.3249
H 2.311509 1.952036 2.588263 0.1865 -0.1043 -0.4890
H 2.387009 0.760526 3.519123 -0.1104 -0.3943 0.2302
O -1.259191 -2.581514 -1.016097 0.0037 -2.4710 -3.2984
H -1.011861 -2.338854 -1.908387 -0.0014 0.4451 -0.4223
H -1.007811 -3.501914 -0.939287 -0.0365 -0.4156 -0.0620
O 3.415529 -1.341464 -2.117007 0.6920 -1.0532 0.5507
H 2.558189 -0.953794 -1.941207 -0.6261 0.5404 -0.0428
H 3.562909 -1.185084 -3.049777 -0.0917 0.4905 -0.2788
O 2.634449 -2.643274 1.691513 1.0862 -1.2529 1.0846
H 2.031989 -2.179824 1.109713 -0.7962 0.5847 -0.6678
H 3.132479 -3.219444 1.111663 0.3116 -0.0104 -0.0906
O 1.547359 -0.943174 3.918533 0.1266 0.0113 0.4843
H 0.612109 -0.862074 4.105513 -0.2974 0.1499 -0.0533
H 1.601859 -0.943814 2.962883 0.0641 -0.4143 -0.5788
O -1.433381 -0.346094 2.594843 0.4470 0.7705 1.6650
H -1.210911 0.560736 2.805573 0.2417 0.5848 -0.0915
H -2.165161 -0.554824 3.175493 -0.5827 -0.2208 -0.0910
O -0.565651 -3.362174 1.908513 0.1287 -1.6770 0.8222
H -0.682281 -3.222404 2.848243 -0.1602 0.0203 0.3106
H 0.304709 -3.752784 1.830183 0.7306 0.1104 -0.0596
O 3.281269 0.534156 -4.142607 0.7289 -0.8752 -0.7492
H 4.047369 0.970126 -4.515777 0.0673 0.1329 -0.1050
H 2.894389 1.186716 -3.558897 -0.8629 0.8012 0.3749
O -1.381231 2.750186 0.701293 -0.6659 0.5201 1.2701
H -0.768421 2.857266 -0.026187 0.0565 -0.0371 -1.3507
H -1.418641 1.804786 0.846383 -0.1314 -0.4116 -0.4138
O 0.419589 3.609206 2.394823 1.0651 0.6798 1.0122
H -0.216361 3.448406 1.697733 -0.9165 -0.3519 -0.5072
H 0.761119 2.741996 2.612823 -0.0662 -0.0816 0.1096
```
Positions in Å, forces in eV/Å.

Properties
HOMO-LUMO gap: 5.381 eV
Maximum force: 8.83 eV/A
HOMO: -1.7 eV
Charge: -2
Relative energy (zero: lowest compared OMol25 entry of this formula, charge and spin): 583.11 kJ/mol

Computed, not measured: a structure of composition B2CsH8, with the ωB97M-V functional and the def2-TZVPD basis.

XYZ file:
```
11
Properties=species:S:1:pos:R:3:forces:R:3
Cs 1.333460 0.901576 -0.158999 10.2333 6.8731 0.2353
B 0.327830 -0.897524 -1.191599 -2.1586 -3.0271 -2.5222
H 1.154700 -1.524944 -0.896829 3.6550 -2.3959 0.7316
H 0.640130 -0.058104 -1.793329 0.1711 1.4977 -3.7600
H -0.361450 -1.475364 -1.787609 -2.8110 -2.6542 -2.3283
H -0.132230 -0.677214 -0.240779 -2.4170 0.1047 1.8823
B -0.603170 0.750826 1.229901 -2.9130 -0.3519 2.3277
H -0.691240 1.292906 0.301121 -1.7651 2.0789 -2.7599
H 0.132950 -0.022534 1.074041 0.4172 -3.3040 1.8026
H -0.234740 1.393606 2.014321 1.3592 2.8400 3.1431
H -1.566240 0.316766 1.449761 -3.7711 -1.6613 1.2478
```
Positions in Å, forces in eV/Å.

Properties
HOMO-LUMO gap: 6.444 eV
Maximum force: 12.33 eV/A
HOMO: -4.1 eV
Charge: -1
Relative energy (zero: lowest compared OMol25 entry of this formula, charge and spin): 692.62 kJ/mol

Computed, not measured: a structure of composition B2F8Tl, with the ωB97M-V functional and the def2-TZVPD basis.

XYZ file:
```
11
Properties=species:S:1:pos:R:3:forces:R:3
Tl 0.359900 -0.985554 -1.654828 -0.3157 0.6147 0.6692
B 1.006090 -1.959304 1.882142 0.7997 -0.5719 0.4828
F 0.389070 -2.711574 0.941742 -1.4291 -2.1180 -1.9073
F 0.962010 -0.740134 1.245412 0.0713 2.4380 -0.5290
F 0.343460 -2.049724 3.044142 -0.4264 0.4237 1.0301
F 2.287030 -2.421704 2.014752 0.7818 0.0064 0.1990
B -1.071130 2.229726 -1.474818 -1.7611 1.7680 -0.3764
F 0.182630 1.830786 -1.360308 4.3462 -0.2396 0.6065
F -1.190760 3.348126 -2.338268 -0.0614 -0.7985 1.1436
F -1.626140 1.135326 -2.069718 -1.7602 -2.3663 -1.8009
F -1.642160 2.324026 -0.230248 -0.2453 0.8434 0.4825
```
Positions in Å, forces in eV/Å.

Properties
HOMO-LUMO gap: 2.708 eV
Maximum force: 4.39 eV/A
HOMO: -17.0 eV
Charge: +1
Relative energy (zero: lowest compared OMol25 entry of this formula, charge and spin): 402.88 kJ/mol

Question: Which value of maximum force does entry 2 give?
Answer: 2.22 eV/A